C2H4N4P | wB97M-V/def2-TZVPD

Summary:
- LUMO energy (alpha / beta): 3.9 / 3.9 eV
- Relative energy (zero: lowest compared OMol25 entry of this formula, charge and spin): 154.7 kJ/mol
- Total charge: -1
- Electronic energy: -638.91401 Ha

Positions of all 11 atoms, in Å:
1 C 0.1557 1.4808 1.9323
2 C -0.6806 -1.0840 -1.8594
3 N -0.2326 0.9552 0.6936
4 N 1.1874 0.8865 2.4267
5 N 0.7156 0.0896 0.4928
6 N 1.5206 0.0253 1.4594
7 P 1.0940 -1.3088 -1.5979
8 H -1.2482 -1.5720 -1.1403
9 H -0.9080 -1.5178 -2.9343
10 H -1.1126 -0.1450 -1.8896
11 H -0.4914 2.1903 2.4168